Entry 1:
# C51H76BrCl2CoOP3Si

C51H76BrCl2CoOP3Si as an isolated structure (ωB97M-V/def2-TZVPD, the Open Molecules 2025 dataset).

Last column: Mulliken spin population.
Cartesian coordinates (Å):
Co  0.369  0.037  -0.429  1.24
C  -0.454  4.484  1.730  0.00
C  -0.545  2.958  1.728  0.01
C  -0.861  2.437  3.133  0.00
P  0.834  2.041  0.862  -0.15
C  2.106  1.880  2.207  -0.02
C  3.421  1.311  1.700  -0.01
C  2.402  3.050  3.150  0.00
C  1.294  3.313  -0.374  0.07
C  2.129  4.402  -0.130  0.00
C  2.292  5.391  -1.086  0.00
C  1.582  5.324  -2.280  0.00
C  0.749  4.243  -2.522  -0.01
C  0.629  3.201  -1.598  -0.09
Si  -0.226  1.575  -2.038  0.00
C  -1.940  2.028  -2.844  0.01
C  -1.966  2.265  -4.226  -0.01
C  -3.095  2.700  -4.903  0.00
C  -4.274  2.912  -4.209  0.00
C  -4.293  2.645  -2.851  0.00
C  -3.162  2.197  -2.165  0.01
P  -3.282  1.773  -0.388  -0.01
C  -4.068  3.268  0.405  0.00
C  -5.573  3.527  0.355  0.00
C  -3.290  4.505  -0.056  0.00
C  -4.489  0.360  -0.310  0.00
C  -5.756  0.368  -1.161  0.00
C  -4.811  0.075  1.160  0.00
C  0.689  0.848  -3.558  0.01
C  1.235  1.528  -4.649  0.01
C  1.592  0.862  -5.805  0.00
C  1.388  -0.511  -5.911  0.00
C  0.897  -1.213  -4.826  -0.01
C  0.597  -0.545  -3.641  -0.03
P  0.144  -1.405  -2.100  -0.11
C  -1.470  -2.227  -2.474  0.01
C  -2.507  -1.243  -3.001  -0.01
C  -2.019  -2.974  -1.257  0.00
C  1.342  -2.826  -1.959  -0.02
C  2.722  -2.445  -2.495  -0.02
C  0.904  -4.159  -2.568  0.00
H  -1.389  4.884  2.134  0.00
H  -0.332  4.889  0.727  0.00
H  0.356  4.875  2.347  0.00
H  -1.390  2.697  1.088  0.00
H  -0.106  2.735  3.860  0.00
H  -0.948  1.358  3.173  0.00
H  -1.811  2.859  3.470  0.00
H  1.616  1.094  2.800  0.00
H  3.959  2.049  1.104  0.00
H  3.251  0.431  1.087  0.01
H  4.057  1.041  2.547  0.00
H  3.015  3.813  2.672  0.00
H  2.986  2.666  3.990  0.00
H  1.520  3.529  3.559  0.00
H  2.634  4.499  0.820  0.00
H  2.950  6.227  -0.888  0.00
H  1.679  6.110  -3.018  0.00
H  0.185  4.206  -3.448  0.00
H  -1.075  2.113  -4.815  0.00
H  -3.045  2.873  -5.971  0.00
H  -5.166  3.259  -4.713  0.00
H  -5.221  2.768  -2.313  0.00
H  -3.811  3.114  1.462  0.00
H  -5.930  3.724  -0.655  0.00
H  -5.803  4.416  0.950  0.00
H  -6.155  2.704  0.763  0.00
H  -3.671  4.867  -1.013  0.00
H  -2.225  4.299  -0.190  0.00
H  -3.387  5.311  0.674  0.00
H  -3.867  -0.468  -0.673  0.00
H  -6.443  1.162  -0.869  0.00
H  -6.282  -0.583  -1.033  0.00
H  -5.535  0.480  -2.222  0.00
H  -5.491  0.824  1.569  0.00
H  -3.915  0.067  1.783  0.00
H  -5.299  -0.896  1.260  0.00
H  1.376  2.602  -4.606  0.00
H  2.015  1.416  -6.634  0.00
H  1.636  -1.033  -6.827  0.00
H  0.771  -2.286  -4.894  0.00
H  -1.246  -2.950  -3.264  0.00
H  -2.672  -0.436  -2.285  0.00
H  -3.459  -1.757  -3.155  0.00
H  -2.209  -0.786  -3.944  0.00
H  -2.471  -2.273  -0.559  0.00
H  -1.257  -3.527  -0.705  0.00
H  -2.789  -3.682  -1.571  0.00
H  1.430  -2.947  -0.876  0.00
H  2.734  -2.434  -3.584  0.00
H  3.454  -3.183  -2.163  0.00
H  3.045  -1.464  -2.149  0.01
H  0.787  -4.100  -3.652  0.00
H  -0.025  -4.539  -2.149  0.00
H  1.679  -4.905  -2.373  0.00
C  -0.492  -3.453  6.147  0.00
C  0.056  -4.350  5.029  0.00
C  -1.051  -5.307  4.566  0.00
C  1.201  -5.183  5.606  0.00
C  0.511  -3.488  3.854  0.00
C  -0.387  -2.631  3.228  0.00
C  0.039  -1.871  2.165  0.01
Br  -1.261  -0.755  1.329  0.06
C  1.346  -1.854  1.619  0.01
O  1.648  -1.088  0.604  0.03
C  2.248  -2.754  2.249  0.00
C  1.793  -3.518  3.327  0.00
C  3.702  -3.034  1.822  0.00
C  4.639  -2.872  3.032  0.00
C  4.255  -2.142  0.713  0.00
C  3.784  -4.481  1.306  0.00
H  -0.811  -4.057  6.999  0.00
H  -1.352  -2.872  5.811  0.00
H  0.273  -2.753  6.489  0.00
H  -1.401  -5.920  5.399  0.00
H  -0.683  -5.970  3.781  0.00
H  -1.907  -4.760  4.167  0.00
H  0.835  -5.769  6.452  0.00
H  2.017  -4.553  5.963  0.00
H  1.603  -5.882  4.870  0.00
H  -1.417  -2.557  3.553  0.00
H  2.504  -4.194  3.778  0.00
H  4.517  -1.883  3.479  0.00
H  5.678  -2.978  2.713  0.00
H  4.458  -3.615  3.809  0.00
H  4.258  -1.092  0.981  0.00
H  3.689  -2.242  -0.205  -0.01
H  5.288  -2.444  0.519  0.00
H  3.414  -5.202  2.035  0.00
H  4.820  -4.739  1.070  0.00
H  3.192  -4.593  0.395  0.00
Cl  4.774  1.311  -4.451  0.00
C  5.142  1.479  -2.728  0.00
Cl  3.765  1.084  -1.697  0.01
H  5.422  2.508  -2.538  0.00
H  5.949  0.797  -2.487  0.00

Output
Kohn-Sham gap (alpha / beta): 7.535 / 7.440 eV
2S+1: 2
LUMO level (alpha / beta): 0.554 / 0.533 eV

=====

Entry 2:
# C51H79F4N5O8

A 12-piece molecular cluster, C51H79F4N5O8 overall (ωB97M-V/def2-TZVPD, the Open Molecules 2025 dataset).

Last column: Mulliken charge in e.
Cartesian coordinates (Å):
F  5.271  19.176  15.869  -0.37
C  4.204  19.933  15.571  -0.29
C  3.391  19.607  14.451  0.14
C  2.321  20.396  14.134  1.10
C  2.070  21.543  14.895  -0.40
C  2.833  21.845  16.063  -1.13
C  3.864  20.926  16.396  -0.49
H  3.489  18.774  13.772  0.11
H  1.707  20.193  13.269  0.01
H  1.254  22.188  14.602  0.33
H  2.625  22.697  16.692  0.51
H  4.436  21.040  17.305  0.41
F  -3.596  14.823  9.329  -0.37
C  -2.819  14.794  10.438  0.22
C  -2.014  13.712  10.785  -0.41
C  -1.155  13.720  11.895  -0.53
C  -1.194  14.828  12.732  -0.58
C  -1.923  15.936  12.363  -0.58
C  -2.794  15.885  11.247  -0.34
H  -1.996  12.816  10.182  0.39
H  -0.510  12.901  12.179  0.41
H  -0.612  14.917  13.638  0.46
H  -1.879  16.825  12.974  0.74
H  -3.464  16.698  11.009  0.54
F  5.157  21.025  5.990  -0.36
C  4.196  21.715  6.609  0.46
C  4.386  23.073  6.925  -0.70
C  3.328  23.784  7.491  -0.77
C  2.156  23.112  7.931  -0.67
C  1.970  21.746  7.664  0.82
C  3.047  21.079  6.972  -0.80
H  5.290  23.547  6.572  0.46
H  3.280  24.860  7.581  0.38
H  1.320  23.594  8.415  0.54
H  1.022  21.247  7.803  0.11
H  2.912  20.055  6.657  0.45
F  -6.202  18.663  11.569  -0.38
C  -5.780  19.674  12.371  0.40
C  -6.206  19.624  13.675  -0.32
C  -5.845  20.587  14.578  -0.77
C  -5.053  21.660  14.113  0.22
C  -4.725  21.815  12.798  -0.38
C  -5.124  20.789  11.891  -0.79
H  -6.807  18.786  13.995  0.43
H  -5.998  20.505  15.644  0.53
H  -4.634  22.355  14.826  0.36
H  -4.290  22.705  12.368  0.19
H  -4.868  20.924  10.851  0.54
C  6.161  22.485  10.758  -0.95
N  5.355  21.343  11.126  0.28
C  6.207  20.240  11.670  -0.96
C  4.024  21.278  10.972  0.33
O  3.348  20.338  11.308  -0.61
H  5.467  23.117  10.204  0.21
H  7.031  22.178  10.177  0.36
H  6.521  23.021  11.635  0.29
H  6.650  20.451  12.643  0.32
H  5.567  19.360  11.742  0.16
H  7.038  20.010  11.003  0.37
H  3.583  22.211  10.587  0.17
C  0.317  15.569  8.982  -0.99
N  1.098  16.628  8.341  0.35
C  2.341  17.067  9.009  -0.68
C  0.634  17.201  7.199  -0.05
O  1.115  18.229  6.713  -0.53
H  0.705  14.594  8.687  0.43
H  -0.724  15.582  8.660  0.38
H  0.281  15.696  10.064  -0.01
H  2.974  17.716  8.404  0.27
H  2.141  17.643  9.913  0.04
H  2.946  16.203  9.284  0.36
H  -0.237  16.740  6.709  0.45
C  -3.543  25.768  11.969  -1.06
N  -2.438  24.880  12.400  0.45
C  -1.427  24.605  11.400  -0.77
C  -2.340  24.438  13.671  -0.19
O  -1.529  23.577  14.011  -0.38
H  -3.071  26.588  11.428  0.36
H  -4.039  26.259  12.806  0.36
H  -4.267  25.187  11.398  0.32
H  -0.781  25.466  11.228  0.65
H  -0.780  23.823  11.797  -0.60
H  -1.787  24.428  10.387  0.67
H  -3.164  24.862  14.266  0.28
C  -1.655  20.951  6.095  -0.87
N  -1.419  22.374  6.303  0.15
C  -0.747  23.137  5.271  -0.87
C  -1.746  22.867  7.497  0.47
O  -1.719  24.097  7.801  -0.75
H  -0.648  20.536  6.145  0.32
H  -1.946  20.737  5.067  0.37
H  -2.345  20.506  6.812  0.22
H  -0.677  24.195  5.522  0.31
H  0.292  22.811  5.228  0.27
H  -1.116  23.018  4.253  0.33
H  -2.210  22.149  8.190  0.10
C  -1.806  20.437  15.057  0.50
N  -1.986  19.248  15.934  0.22
C  -3.356  18.949  16.299  -1.01
C  -0.961  18.464  16.345  0.16
O  -1.120  17.375  16.961  -0.70
H  -2.047  21.369  15.568  0.30
H  -2.349  20.375  14.114  -0.28
H  -0.755  20.415  14.768  -0.52
H  -3.465  18.171  17.055  0.34
H  -3.962  19.763  16.696  0.29
H  -3.834  18.611  15.380  0.32
H  0.031  18.882  16.114  0.41
C  1.429  24.792  12.826  0.51
C  2.640  25.167  13.714  -0.68
C  3.778  24.649  12.886  -0.24
O  3.355  24.623  11.504  -0.37
C  1.941  24.853  11.405  0.12
H  0.556  25.399  13.064  0.39
H  1.183  23.780  13.148  -0.59
H  2.674  24.731  14.712  0.23
H  2.772  26.235  13.890  0.34
H  4.043  23.643  13.210  0.00
H  4.690  25.239  12.977  0.42
H  1.501  24.154  10.694  -0.26
H  1.899  25.875  11.028  0.27
C  2.435  14.607  13.938  -0.85
C  2.520  15.204  12.541  -0.16
C  2.163  16.636  12.761  1.18
O  1.758  16.746  14.101  -0.19
C  2.288  15.767  14.897  -0.65
H  3.369  14.071  14.101  0.32
H  1.631  13.892  14.113  0.26
H  1.749  14.715  11.947  -0.12
H  3.481  15.110  12.036  0.56
H  1.361  16.854  12.055  -0.99
H  3.002  17.283  12.506  0.06
H  1.628  15.561  15.739  0.34
H  3.254  16.115  15.263  0.30
C  0.153  19.644  10.314  1.26
C  -0.204  21.003  10.815  1.88
C  -1.750  20.934  10.964  0.44
O  -2.139  20.128  9.876  -0.49
C  -1.135  19.226  9.498  0.08
H  0.196  18.926  11.132  -0.62
H  1.012  19.577  9.646  0.04
H  0.028  21.781  10.088  -0.99
H  0.238  21.262  11.777  -0.56
H  -2.139  21.948  10.872  -0.14
H  -2.104  20.494  11.896  -0.81
H  -0.924  19.317  8.433  -0.28
H  -1.277  18.167  9.713  -0.06

Output
Kohn-Sham gap: 9.504 eV
SMILES: Fc1ccccc1.Fc1ccccc1.Fc1ccccc1.Fc1ccccc1.CN(C)C=O.CN(C)C=O.CN(C)C=O.CN(C)C=O.CN(C)C=O.C1CCOC1.C1CCOC1.C1CCOC1
LUMO level: 0.577 eV

=====

| no. | strongest force on any atom (hartree/bohr) |
| --- | --- |
| 1 | 0.020 |
| 2 | 0.074 |